# 1
Molecular formula: C19H27ClN2O5S2
Method: DFT, ωB97M-V with the def2-TZVPD basis set

XYZ file:
```
56
Properties=species:S:1:pos:R:3:mulliken_charge:R:1
C -2.85844 -5.25772 -1.10258 -0.8206
S -2.77621 -3.59795 -1.83558 -0.1322
C -2.86344 -2.57319 -0.33006 -0.6959
C -1.62317 -2.68369 0.54147 -0.8765
C -0.36218 -2.25658 -0.20989 0.0025
N -0.40627 -0.84614 -0.54484 -0.3150
S -0.17512 0.23584 0.71991 1.1515
O -0.17762 -0.44610 1.97731 -0.6873
O 0.93808 1.08878 0.39719 -0.6831
C -1.67127 1.19971 0.56053 0.1101
C -2.76373 0.91112 1.35540 -0.1706
C -3.93848 1.62337 1.18936 -0.8412
C -3.99663 2.61839 0.22180 0.3640
Cl -5.45511 3.50591 0.00773 -0.1999
C -2.89496 2.91302 -0.57197 -0.8541
C -1.72586 2.19412 -0.39804 -0.5058
C 0.87841 -2.60114 0.61746 0.0583
O 0.98774 -3.58253 1.29847 -0.6355
O 1.82123 -1.67844 0.43827 -0.1614
C 3.02083 -1.81261 1.20350 -0.6094
C 4.14271 -0.98376 0.56281 0.7345
O 5.27621 -1.41310 0.49510 -0.7038
N 3.74621 0.21611 0.12687 0.3125
C 4.65160 1.13903 -0.52886 -0.3187
C 4.22608 1.38395 -1.98100 -1.0676
C 2.94689 2.21247 -2.06696 0.2902
C 3.12938 3.54117 -1.34103 -0.9335
C 3.46159 3.28127 0.12457 -0.1329
C 4.74352 2.46043 0.24047 -1.0437
H -2.95718 -5.95433 -1.92816 0.3700
H -1.94816 -5.46939 -0.54973 0.2553
H -3.72894 -5.32225 -0.45635 0.2521
H -3.75544 -2.87154 0.22128 0.4345
H -2.98622 -1.55254 -0.69189 0.2983
H -1.73598 -2.05393 1.42413 0.2899
H -1.47516 -3.70988 0.88165 0.4750
H -0.31318 -2.82203 -1.15059 0.7854
H 0.20830 -0.60728 -1.30799 0.3958
H -2.67801 0.14265 2.10674 0.4920
H -4.80127 1.41495 1.80179 0.4320
H -2.95726 3.69471 -1.31223 0.4342
H -0.84786 2.40490 -0.98704 0.4088
H 2.82983 -1.45448 2.22166 0.3105
H 3.31870 -2.86444 1.24937 0.3940
H 2.78297 0.50531 0.24678 0.2383
H 5.62929 0.64320 -0.51755 0.3207
H 5.03367 1.91404 -2.49051 0.4234
H 4.08947 0.42235 -2.48005 0.4185
H 2.69443 2.38532 -3.11601 0.3972
H 2.12127 1.67105 -1.60212 -0.4186
H 2.21643 4.13562 -1.41500 0.3887
H 3.93895 4.10734 -1.80895 0.3834
H 2.63055 2.74562 0.58559 -0.0389
H 3.58864 4.22783 0.65430 0.4007
H 4.96142 2.24865 1.28868 0.3818
H 5.57852 3.03500 -0.16693 0.4422
```

- Structure (SMILES): CSCC[C@@H](NS(=O)(=O)c1ccc(Cl)cc1)C(=O)OCC(=O)NC1CCCCC1
- Max |F|: 0.0177 Eh/bohr
- Charge: 0
- Orbital gap: 9.05 eV

# 2
Molecular formula: C19H27F3N4O2S
Method: DFT, ωB97M-V with the def2-TZVPD basis set

XYZ file:
```
56
Properties=species:S:1:pos:R:3:mulliken_charge:R:1
C 4.49964 -3.30061 2.01759 -0.3866
C 4.23382 -1.99973 2.00596 -0.5233
C 3.69527 -0.45593 1.93076 0.2063
C 2.25112 -0.43948 2.62220 -1.1362
C 1.07529 0.38017 1.90620 -0.7751
C 1.14323 0.54166 0.30972 0.4343
N 1.53433 -0.58806 -0.57405 0.2296
C 1.06323 -1.92899 -0.11549 0.0920
C 0.52426 -2.78801 -1.41101 -0.9245
C 2.11459 1.76909 -0.20433 -0.1936
C 2.43464 2.97459 0.81421 0.5593
F 3.28070 2.63222 1.92399 -0.2558
F 1.27098 3.63047 1.36191 -0.2458
F 3.15510 4.01012 0.07363 -0.2928
C 1.41095 2.59058 -1.44798 -0.1876
O 1.95883 3.13819 -2.46331 -0.6497
N -0.00592 2.47739 -1.06316 -0.0194
C -0.25023 1.17321 -0.31085 0.3958
C -1.10054 0.30640 -1.37361 -0.4439
C -0.50306 0.24683 -2.87542 -0.3949
C -1.37698 1.17190 -3.91310 -1.0868
C -1.37191 1.69775 0.78094 -1.2235
C -2.40791 0.55139 1.25031 -0.6441
S -4.15108 0.84635 0.57111 -0.1860
C -4.97872 -0.79797 0.74545 0.4702
N -4.45715 -1.96931 1.43657 -0.1104
N -5.36837 -2.99431 1.38334 -0.5045
C -6.55861 -2.56515 0.66142 0.0591
O -6.27647 -1.19183 0.27307 -0.2942
H 4.78181 -4.42532 1.98782 0.3455
H 3.75074 -0.17078 0.82464 0.0405
H 4.43742 0.14658 2.57979 0.4444
H 2.39114 -0.03896 3.71082 0.3663
H 1.89018 -1.53614 2.75352 0.3788
H 0.95536 1.38869 2.48379 0.4142
H 0.08428 -0.19784 2.13731 0.1248
H 2.51642 -0.56823 -0.87781 0.5428
H 1.98959 -2.50749 0.27153 0.1935
H 0.18539 -1.90161 0.62797 0.0402
H -0.61650 -2.96173 -1.25662 0.2564
H 1.03705 -3.83334 -1.44519 0.3053
H 0.75958 -2.27447 -2.41463 0.1743
H 3.15979 1.47811 -0.60653 0.5804
H -0.72800 2.74761 -1.74728 0.4275
H -1.32658 -0.77159 -0.98431 -0.0432
H -2.14604 0.82207 -1.47202 0.3383
H 0.63003 0.42709 -2.95784 0.1624
H -0.67446 -0.84764 -3.24943 0.2332
H -2.49947 1.12929 -3.58668 0.2532
H -1.35316 0.76025 -4.99161 0.3594
H -1.05755 2.27644 -3.88059 0.2299
H -0.90813 2.26967 1.66207 0.1537
H -2.00299 2.48506 0.18897 0.5065
H -2.51142 0.65423 2.40993 0.5456
H -2.05222 -0.53196 1.07143 0.3227
H -7.53129 -3.13692 0.44487 0.3357
```

- Structure (SMILES): C#CCCC[C@]1(NCC)[C@H](C(F)(F)F)C(=O)N[C@]1(CCC)CCSc1nnco1
- Max |F|: 0.1330 Eh/bohr
- Charge: 0
- Orbital gap: 9.28 eV

# 3
Molecular formula: C19H27FN6O4P
Method: DFT, ωB97M-V with the def2-TZVPD basis set

XYZ file:
```
58
Properties=species:S:1:pos:R:3:mulliken_charge:R:1
C -0.53487 -1.98618 -3.43297 -0.1019
C -0.70216 -1.32443 -2.43933 -0.6377
N -0.77690 -0.52722 -1.31571 1.4917
C 0.24916 -0.70693 -0.35119 -1.3729
N 1.55379 -0.18496 -0.32916 1.0022
C 2.48990 -0.77799 -1.29028 0.0304
C 2.36633 -0.43430 -2.66577 -0.0213
C 3.33947 -1.07142 -3.49768 -0.8416
C 4.28617 -1.88997 -2.84487 -0.2499
N 4.40406 -2.18620 -1.55569 -0.6227
C 3.48829 -1.62006 -0.76371 -0.5429
C 1.66798 1.27991 -0.16136 0.5664
C 1.20904 1.63896 1.27902 -1.1229
F 3.02905 1.58096 -0.22876 -0.3368
N -0.07833 -1.48313 0.65280 1.0113
O -1.32886 -2.03999 0.68470 -0.4362
C -2.20124 -1.34456 1.63403 -0.0944
C -3.48499 -0.74539 0.98961 -0.7234
O -3.74008 0.51299 1.62088 -0.2813
C -4.71989 0.40852 2.66303 -0.2722
C -4.41237 1.48057 3.75543 -1.1101
P 1.09929 -1.90236 1.97100 0.0975
N 1.62782 -3.46824 1.45025 -0.5882
O 0.25001 -2.19623 3.36430 -0.4262
C -1.14775 0.87493 -1.53883 0.1232
C -0.88794 1.43761 -2.80033 -0.6791
C -1.29194 2.80745 -2.97909 -0.8783
C -1.87247 3.38437 -1.81770 -0.5302
C -2.03398 2.71049 -0.59386 -0.5373
N -1.67655 1.42858 -0.46597 0.2340
H -0.29508 -2.72235 -4.19431 0.4623
H 1.58725 0.22645 -3.05770 0.4887
H 3.34638 -0.92870 -4.58877 0.4063
H 5.04895 -2.35004 -3.50266 0.3687
H 3.54075 -1.81174 0.32061 0.5825
H 1.17519 1.90173 -0.93366 0.1718
H 1.69607 0.94678 1.99508 0.1947
H 0.11132 1.53376 1.40272 0.1662
H 1.49455 2.68096 1.53159 0.4632
H -2.48785 -2.03995 2.45252 0.4766
H -1.60240 -0.52064 2.07707 0.2127
H -4.37999 -1.39227 1.07231 0.4799
H -3.35616 -0.52010 -0.09101 0.1573
H -4.64298 -0.57865 3.16775 0.3366
H -5.73071 0.60078 2.24819 0.2977
H -3.33573 1.34987 4.01047 0.2609
H -4.59477 2.50941 3.39483 0.2741
H -4.97969 1.27207 4.68075 0.3720
H 1.88563 -3.46646 0.46499 0.3035
H 2.39116 -3.78484 2.04367 0.2798
H 0.90930 -2.44049 4.03792 0.3660
H -0.41483 0.94699 -3.65747 0.4420
H -1.17153 3.34749 -3.92358 0.4622
H -2.18859 4.43869 -1.87423 0.3824
H -2.46210 3.21662 0.28634 0.4446
O 6.30563 1.43605 0.64207 -0.6503
H 5.34213 1.41669 0.64863 0.3301
H 6.54690 0.86445 -0.09461 0.3180
```

- Max |F|: 0.0602 Eh/bohr
- Charge: +1
- Orbital gap: 7.54 eV

# 4
Molecular formula: C19H27FNPV
Method: DFT, ωB97M-V with the def2-TZVPD basis set

XYZ file:
```
50
Properties=species:S:1:pos:R:3:mulliken_charge:R:1
C -2.56629 0.62982 -3.23579 -0.7539
C -2.22636 -0.58022 -2.62148 -0.7171
C -1.37125 -0.66844 -1.48900 -0.3473
C -0.89377 0.56266 -0.89781 0.2115
C -1.16971 1.74953 -1.58393 1.8912
C -2.04014 1.84019 -2.72072 -0.8223
C -1.17154 -2.05041 -0.87809 -0.4331
C 0.24338 -2.85770 -0.75157 -0.8177
N 1.62871 -2.52200 -1.12931 0.0467
V 0.11200 1.47865 1.30334 -0.4037
C -0.50009 3.05084 -1.09763 -1.4371
P 1.14623 2.79337 -0.25787 0.9229
H -2.66594 -1.52663 -3.00227 0.2841
H -2.27168 2.81601 -3.15294 0.4098
H -3.21802 0.66261 -4.10959 0.3647
H -1.12840 3.65832 -0.42552 0.3771
H -0.24629 3.70056 -1.94113 0.5126
H -1.58220 -1.99457 0.15997 -0.0237
H -1.85445 -2.74394 -1.43911 0.3497
H 0.17369 -3.16427 0.31233 0.3343
C 1.58842 4.15099 0.86720 -1.2460
C 2.22823 2.43371 -1.61840 -1.2280
H 0.05039 -3.80641 -1.30238 0.2164
C 1.83326 -1.50212 -2.17593 -0.6555
C 2.58297 -2.37018 0.03667 -0.6931
H 1.66258 1.56124 2.97815 0.3299
H 2.28803 -1.99914 -3.03503 0.3066
H 0.96012 -0.92783 -2.48629 0.2054
H 2.48514 -0.68992 -1.85056 0.1192
H 3.33708 -3.15747 -0.03995 0.2980
H 3.06446 -1.38285 0.10003 0.2119
H 2.16991 -2.49453 1.04725 0.2206
H 2.52578 3.37995 -2.08209 0.4246
H 3.12255 1.93990 -1.21283 0.3518
H 1.69550 1.79766 -2.34455 0.2766
H 1.79373 5.02154 0.23626 0.4120
H 0.72797 4.28670 1.55090 0.3843
H 2.49514 3.77657 1.37611 0.3618
H 1.87382 1.02722 2.53942 -0.3188
F -2.85161 -2.91154 4.85606 -0.3333
C -2.13540 -2.14073 3.97419 0.4145
C -0.73199 -2.20224 4.02347 -0.7269
C -0.00253 -1.26238 3.22645 0.1731
C -0.68058 -0.28625 2.49729 0.0324
C -2.05831 -0.41606 2.29976 -0.1365
C -2.81967 -1.31900 3.08531 -0.6379
H -0.24878 -2.90749 4.69320 0.4328
H 1.09446 -1.28592 3.16333 0.2148
H -2.52884 0.21183 1.52265 0.2580
H -3.91973 -1.35958 3.03241 0.3825
```

- Max |F|: 0.0882 Eh/bohr
- Expectation value of S²: 3.781
- Charge: 0
- Multiplicity: 4
- Orbital gap (spin up / spin down): 6.78 / 6.98 eV

What is the charge in the fourth record?
0

Among the records above, which one has the highest charge?
C19H27FN6O4P